1.
67
Properties=species:S:1:pos:R:3 method="wB97M-V/def2-TZVPD" total_charge=+1 homo_energy_ev=-10.98 orbital_gap_ev=8.33 smiles="CC(C)=CCC[C@@H](C)CC[N@@H+]1C[C@H](CC(N)(N)N)O[C@H](B(O)N(C)C)[C@H]1F"
C 0.75360 2.70482 -2.27743
C -0.10828 3.30665 -0.98716
C -1.55326 4.03727 -1.40093
C 0.36005 3.18012 0.45064
C -0.52099 3.88916 1.63706
C -0.38633 3.19932 3.11611
C -0.81230 1.62028 3.19794
C -1.49066 1.41151 4.71232
C -1.95559 1.14393 2.12601
C -2.16777 -0.48409 2.10934
N -1.32536 -1.22937 1.09759
C 0.18428 -1.09026 1.32060
C 0.88740 -2.24918 0.34630
C 2.45719 -2.51025 0.74225
C 3.49024 -1.30871 0.32143
N 3.24466 0.01463 1.02160
N 4.89714 -1.75915 0.76617
N 3.60111 -1.13128 -1.20550
O 0.64472 -1.96928 -1.08073
C -0.82781 -1.97912 -1.36950
B -1.06213 -1.36270 -2.90776
O -1.16570 0.09864 -3.20234
N -1.14672 -2.32222 -4.08064
C 0.15795 -3.10686 -4.09299
C -2.33016 -3.27005 -3.88371
C -1.66349 -0.94832 -0.35099
F -3.11178 -0.87655 -0.65229
H 0.05685 2.73623 -3.24622
H 1.02494 1.58101 -2.05670
H 1.69174 3.37303 -2.55301
H -2.39659 3.22764 -1.25952
H -1.57824 4.35977 -2.53212
H -1.79041 4.95528 -0.68947
H 1.36379 2.56508 0.64661
H -0.20400 5.03319 1.70939
H -1.68553 3.91281 1.38363
H -0.94053 3.86285 3.91361
H 0.76991 3.25437 3.40624
H 0.16938 0.98344 3.18715
H -2.17368 2.36415 4.93686
H -2.20423 0.48622 4.77084
H -0.67816 1.31939 5.55353
H -2.98355 1.63374 2.46645
H -1.77812 1.47930 1.01939
H -3.31317 -0.74487 1.93019
H -1.90529 -0.96308 3.17080
H -1.52817 -2.26325 1.25067
H 0.49628 -1.24047 2.45726
H 0.53018 -0.00534 0.98695
H 0.30948 -3.26470 0.58482
H 2.82702 -3.48427 0.16354
H 2.63048 -2.74488 1.88846
H 4.13147 0.55398 1.17494
H 2.58585 0.58106 0.42636
H 4.82493 -2.27954 1.68675
H 5.32584 -2.39350 0.05589
H 4.54918 -0.70029 -1.37507
H 3.68513 -2.09597 -1.62108
H -1.22788 -3.09896 -1.28961
H -2.12553 0.39094 -3.23547
H 0.23370 -3.88782 -3.21624
H 1.06308 -2.34996 -4.00796
H 0.33405 -3.71016 -5.09045
H -1.93609 -4.36300 -3.73296
H -3.04794 -3.28924 -4.81796
H -2.94569 -2.91171 -2.92662
H -1.21047 0.12860 -0.59323

=====

2.
72
Properties=species:S:1:pos:R:3 method="wB97M-V/def2-TZVPD" total_charge=+1 homo_energy_ev=-12.34 orbital_gap_ev=9.23
C 3.01660 -1.35061 3.83656
C 2.07575 -1.87414 2.75701
C 0.72234 -2.27467 3.33166
O -0.32302 -2.29502 2.33900
C -0.73159 -1.02329 1.97811
N -1.15711 -1.00931 0.55791
C -2.28783 -0.21946 0.40998
N -3.48448 -0.78589 0.07444
P -3.81112 -2.49378 -0.04425
O -3.33874 -3.15948 1.32571
O -2.63197 -2.92551 -0.99830
S -5.62104 -2.70254 -0.54180
N -2.32239 1.07547 0.61226
C -3.54245 1.89452 0.53939
C -3.99497 2.20858 -0.89637
C -5.36048 1.59191 -1.26237
O -6.10291 2.39972 -2.13068
C -5.55731 2.50989 -3.43968
O -1.16854 1.65551 1.11330
C -0.81793 2.95623 0.55575
C -0.26934 2.94468 -0.84835
C -0.08927 -0.85114 -0.44645
Cl 0.88667 -2.34689 -0.48954
C -0.63754 -0.60296 -1.84453
C 0.46832 -0.36466 -2.87464
H 2.71586 -0.34551 4.14305
H 4.01831 -1.24021 3.42339
H 3.06173 -1.98991 4.72207
H 1.94351 -1.07401 2.02867
H 2.51375 -2.72678 2.23350
H 0.74569 -3.28808 3.73130
H 0.43078 -1.60873 4.15748
H -1.60723 -0.70956 2.57386
H 0.05572 -0.27535 2.13430
H -4.26195 -0.41691 0.61999
H -3.93093 -2.98533 2.07590
H -2.36615 -3.85809 -0.91111
H -4.32551 1.39666 1.12029
H -3.30274 2.79691 1.09454
H -3.23230 1.83867 -1.58789
H -4.04655 3.28939 -1.03927
H -5.97226 1.46479 -0.36171
H -5.21569 0.59460 -1.70421
H -4.89462 1.66531 -3.66660
H -4.99989 3.44504 -3.55704
H -6.38269 2.50104 -4.15036
H -1.66429 3.63983 0.65342
H -0.06762 3.29247 1.26916
H 0.17756 3.92584 -1.02796
H -1.03719 2.79444 -1.60883
H 0.52625 2.21258 -0.96509
H 0.60684 -0.06204 -0.14759
H -1.30162 0.26617 -1.82285
H -1.23459 -1.46706 -2.13780
H 1.35431 0.08671 -2.41865
H 0.79911 -1.30466 -3.31700
H 0.12404 0.29141 -3.67287
C 6.00734 -1.56905 -0.74485
C 6.09783 -0.32826 -1.64368
C 5.27792 0.77970 -0.97419
S 5.33645 0.44178 0.79602
O 4.00206 0.12372 1.25586
O 6.09155 1.45649 1.47827
C 6.27305 -1.07928 0.67355
H 6.72370 -2.33484 -1.03760
H 5.00698 -2.00420 -0.80534
H 7.13917 -0.01463 -1.73278
H 5.72957 -0.53029 -2.64834
H 5.67893 1.77775 -1.13340
H 4.22949 0.74902 -1.26644
H 5.93586 -1.75372 1.45742
H 7.32085 -0.82101 0.82732

=====

3.
63
Properties=species:S:1:pos:R:3 method="wB97M-V/def2-TZVPD" total_charge=0 homo_energy_ev="-3.77 / -5.92" s_squared=0.754 orbital_gap_ev="3.56 / 5.65" spin_multiplicity=2 de_lowest_kj_mol=378.84
P 0.14839 -1.67468 -0.88915
P -0.41176 1.15016 -2.83898
C -0.16524 -1.64853 -2.71665
C 0.30714 -0.38363 -3.44254
H -1.23392 -1.83165 -2.89782
H 0.39460 -2.50584 -3.11319
H 1.40442 -0.26947 -3.41495
H 0.02786 -0.42957 -4.50801
C -1.75165 1.61010 -3.97257
H -2.49527 2.23797 -3.46182
H -2.24005 0.70574 -4.35771
H -1.32138 2.17906 -4.80541
C 0.78354 2.48369 -3.06324
H 0.36164 3.18555 -3.79946
H 1.73242 2.08640 -3.45327
H 0.96847 3.04144 -2.13908
C -1.25491 -2.79796 -0.45845
H -1.17591 -3.27956 0.52842
H -1.33290 -3.57822 -1.22884
H -2.17752 -2.20150 -0.44958
C 2.00219 -1.94536 -1.07902
H 2.47140 -0.98793 -1.35030
H 2.17289 -2.66003 -1.89616
H 2.51167 -2.33599 -0.17537
Cu 0.94361 -2.98150 0.71507
C 0.84301 3.41581 0.24611
C -0.20362 4.06139 -0.28617
C -1.57936 3.60299 -0.67802
C -1.97915 2.14601 -0.45338
C -1.29519 1.01744 -1.30268
C -0.29715 0.23955 -0.43223
C 1.06320 0.89209 -0.15116
C 0.93335 2.04558 0.84644
C 1.83585 -4.65930 1.00481
H 1.78564 3.97917 0.31754
H -0.07387 5.13517 -0.48298
H -1.78234 3.89128 -1.72466
H -2.29650 4.20690 -0.08869
H -1.91526 1.89566 0.61999
H -3.05762 2.07107 -0.67307
H -2.11631 0.32990 -1.56578
H -0.77539 0.00292 0.53136
H 1.56839 1.23445 -1.06882
H 1.74101 0.14238 0.30013
H 0.08790 1.85255 1.50652
H 1.83187 2.03519 1.48342
H 2.76379 -4.30164 1.47896
H 2.03510 -5.27192 0.10187
H 1.17761 -5.15399 1.74092
C 1.69578 -1.10848 4.32950
Si 0.00753 -1.10290 3.48866
C -1.31721 -2.02288 4.48200
C -0.62352 0.69465 3.72841
O 0.17983 -1.66082 1.99765
H 1.66918 -0.58262 5.29413
H 2.44070 -0.62684 3.67826
H 2.01709 -2.14718 4.48850
H -1.45485 -1.55133 5.46620
H -2.28491 -1.99979 3.96044
H -1.03188 -3.07207 4.63060
H 0.08495 1.46031 3.38143
H -1.60322 0.87933 3.25788
H -0.74419 0.86127 4.81400

=====

4.
82
Properties=species:S:1:pos:R:3 method="wB97M-V/def2-TZVPD" total_charge=0 homo_energy_ev=-8.31 orbital_gap_ev=6.18
Na 11.88754 -1.28232 -18.25553
Na 16.02865 -4.63364 -16.62467
C 8.58542 -4.23673 -20.90329
F 8.63949 -3.81158 -22.11569
F 8.00024 -3.34165 -20.07948
F 7.84819 -5.32426 -20.74294
S 10.41853 -4.50744 -20.15017
O 11.35937 -4.96418 -21.14678
O 10.81995 -3.16764 -19.68087
O 10.20164 -5.53279 -19.06914
C 11.91983 -3.61276 -14.30128
F 12.74217 -3.37184 -13.27931
F 11.39220 -4.88241 -14.20100
F 10.82566 -2.76486 -14.34458
S 12.77436 -3.45499 -16.03686
O 13.32101 -2.07055 -16.13850
O 13.81667 -4.45792 -16.07226
O 11.73443 -3.62085 -17.01692
C 8.13625 2.56352 -13.61541
O 8.91792 2.31361 -14.79907
C 9.22076 0.91861 -14.89813
C 8.79529 0.32574 -16.27496
O 9.53351 -0.92742 -16.42396
C 8.93674 -1.82983 -17.24323
H 7.38796 1.78615 -13.46096
H 7.59317 3.44793 -13.94855
H 8.80517 2.77863 -12.78212
H 8.94879 0.32697 -14.02400
H 10.30615 0.92499 -14.79828
H 9.24791 0.89884 -17.08415
H 7.71543 0.28520 -16.41766
H 8.70200 -1.29351 -18.16266
H 7.95605 -2.16595 -16.90652
H 9.44961 -2.72809 -17.58704
C 8.32830 -7.31659 -14.92864
O 8.86759 -6.76270 -16.16366
C 8.37099 -5.48100 -16.45581
C 7.23698 -5.64955 -17.49253
O 6.16038 -6.35829 -16.99058
C 5.25798 -6.85747 -17.99681
H 7.25951 -7.10323 -14.91269
H 8.75939 -6.80854 -14.06599
H 8.67518 -8.32242 -14.69180
H 9.09312 -4.89635 -17.02571
H 8.15832 -4.80670 -15.62623
H 7.72113 -6.09387 -18.36217
H 6.98252 -4.64219 -17.82205
H 5.73002 -7.61485 -18.62262
H 4.88464 -6.15029 -18.73751
H 4.35018 -7.23904 -17.52947
C 8.21387 -2.41667 -12.49142
O 8.25512 -1.97706 -11.10623
C 9.55166 -1.67888 -10.70481
C 10.23665 -3.03744 -10.32209
O 11.40299 -2.88829 -9.49747
C 12.34627 -2.04717 -10.15825
H 7.24837 -2.25989 -12.97237
H 8.39014 -3.49229 -12.48270
H 8.79500 -1.79123 -13.16907
H 9.52817 -0.95812 -9.88746
H 10.12963 -1.03746 -11.37011
H 10.48086 -3.50726 -11.27483
H 9.47232 -3.63675 -9.82739
H 12.49175 -2.47675 -11.14941
H 13.19495 -2.13384 -9.47977
H 11.97275 -1.02325 -10.17195
C 11.57443 -7.15652 -11.35488
O 11.31883 -6.52421 -10.13394
C 11.93113 -7.10072 -8.95918
C 11.30170 -6.52655 -7.71119
O 11.88970 -7.35398 -6.72667
C 11.91266 -6.80233 -5.46080
H 10.83398 -7.94981 -11.45743
H 12.57717 -7.54772 -11.52687
H 11.35514 -6.38837 -12.09648
H 12.91825 -6.64105 -9.00828
H 11.90605 -8.18413 -8.84223
H 10.22714 -6.70731 -7.73835
H 11.54925 -5.47110 -7.59785
H 10.90998 -6.43585 -5.24075
H 12.68965 -6.04347 -5.55309
H 12.16770 -7.43785 -4.61276

=====

5.
73
Properties=species:S:1:pos:R:3 method="wB97M-V/def2-TZVPD" total_charge=0 homo_energy_ev=-8.55 orbital_gap_ev=8.77
C 1.15440 1.92650 -0.68749
N 2.58536 1.94689 -0.98938
C 2.98558 1.21065 -2.17119
C 4.34468 0.54917 -1.98922
O 4.68840 -0.00269 -3.28842
C 5.62492 -0.95976 -3.06034
O 6.44307 -1.33621 -3.83181
O 5.46477 -1.45844 -1.80932
C 4.48508 -0.68790 -1.06263
C 5.22960 -0.31961 0.23044
C 4.37588 0.17121 1.36038
O 3.20820 0.32973 1.40369
F 5.13581 0.45319 2.45391
C 3.22706 -1.54991 -0.93649
C 3.15306 -2.53574 0.26570
C 1.83446 -2.33858 1.02042
O 3.20192 -3.88217 -0.21392
H 0.57964 1.42537 -1.46685
H 0.98949 1.39849 0.25842
H 0.78185 2.94544 -0.56350
H 2.94560 2.89018 -1.00208
H 2.26127 0.45285 -2.46221
H 3.08056 1.88222 -3.03589
H 5.09319 1.31887 -1.78878
H 5.97574 0.44820 0.02259
H 5.80225 -1.18994 0.55555
H 3.20884 -2.16866 -1.83349
H 2.31746 -0.95594 -0.95545
H 4.01751 -2.47334 0.92144
H 1.04585 -2.81839 0.43474
H 1.55949 -1.28724 1.10420
H 1.84335 -2.76225 2.02448
H 2.36031 -4.07574 -0.63504
C 2.44628 4.85688 1.78771
S 3.11386 5.76409 0.38704
O 3.62647 4.74680 -0.57352
C 4.54647 6.41736 1.25022
H 1.55771 4.32760 1.45047
H 3.18552 4.14028 2.14631
H 2.17593 5.55903 2.57629
H 5.14041 5.59463 1.64810
H 4.21440 7.07527 2.05304
H 5.13648 6.98469 0.53365
C -3.30963 -4.25695 -0.03491
S -2.22464 -2.92849 -0.54464
O -0.82805 -3.45154 -0.52633
C -2.43369 -1.94387 0.94223
H -3.31203 -5.01242 -0.81857
H -2.94494 -4.69323 0.89561
H -4.30712 -3.83605 0.09740
H -2.12870 -2.52698 1.81151
H -3.48091 -1.64851 1.02453
H -1.80193 -1.06114 0.85218
C -8.23982 -3.08601 1.47538
S -7.09031 -1.77239 1.05188
O -5.84632 -2.43504 0.55335
C -6.75742 -1.25754 2.73895
H -8.53944 -3.57678 0.55191
H -7.75333 -3.80509 2.13493
H -9.11455 -2.65241 1.95891
H -6.38375 -2.10389 3.31609
H -7.67232 -0.86476 3.18113
H -6.00462 -0.47233 2.70324
C -4.53899 -0.19768 -1.75093
S -5.09640 1.04442 -0.58015
O -6.54161 1.27865 -0.83913
C -4.19836 2.41811 -1.31474
H -5.02588 -1.13626 -1.48967
H -4.81973 0.10186 -2.76089
H -3.45770 -0.31447 -1.67105
H -4.50574 2.54085 -2.35315
H -3.12705 2.22594 -1.25201
H -4.44237 3.31601 -0.75079

=====

6.
68
Properties=species:S:1:pos:R:3 method="wB97M-V/def2-TZVPD" total_charge=+4 homo_energy_ev="-19.86 / -19.85" s_squared=3.781 orbital_gap_ev="4.11 / 4.10" spin_multiplicity=4 de_lowest_kj_mol=0.00
Tc -0.34570 -0.02293 0.80760
P -2.59880 -0.26660 0.21421
P 0.28334 -2.22411 0.50369
P 0.31696 2.16202 0.40828
H 3.85363 -1.38208 -1.25249
C 4.34938 -0.48722 -0.85776
C 4.63999 -0.26155 0.43324
H 4.48443 -0.97502 1.24908
C -3.27877 -1.38474 -1.06494
C -3.64709 -0.72541 1.63446
C -3.26870 1.32766 -0.37498
C 2.00778 -2.35356 1.07954
C -0.54636 -3.34573 1.71478
C 0.16430 -3.13332 -1.07011
C 2.07403 2.66321 0.45622
C -0.39401 3.18831 1.75252
C -0.24927 2.99126 -1.11370
H 4.63106 0.26605 -1.60571
H 5.11543 0.68785 0.71039
H -4.33786 -1.14399 -1.26339
H -3.20147 -2.43820 -0.76601
H -2.68056 -1.21512 -1.97403
H -4.68081 -0.41432 1.44286
H -3.28198 -0.22742 2.54047
H -3.61356 -1.81072 1.78961
H -4.34895 1.22241 -0.52910
H -2.79231 1.57929 -1.33082
H -3.08024 2.12688 0.35160
H 2.31886 -3.40814 1.10710
H 2.04590 -1.94120 2.10133
H 2.69720 -1.77817 0.44936
H -0.57603 -4.37100 1.32404
H -1.57235 -3.01336 1.91672
H 0.01695 -3.32630 2.65817
H 1.01559 -3.81592 -1.22426
H 0.12670 -2.39140 -1.88158
H -0.76812 -3.71675 -1.09746
H 2.20515 3.60888 -0.08206
H 2.70532 1.88847 0.00551
H 2.37090 2.80441 1.50474
H -0.33399 4.25335 1.49986
H 0.18484 3.00422 2.66575
H -1.43962 2.91389 1.93936
H 0.42377 3.82542 -1.35089
H -1.26532 3.38737 -1.00028
H -0.23212 2.26775 -1.94008
C -0.30977 0.04148 -3.50158
C -1.02125 -0.09376 -4.75031
C -0.61144 0.61370 -5.86149
C 0.55187 1.39299 -5.83111
C 1.33713 1.43753 -4.66801
C 0.96248 0.73720 -3.53577
O -0.80592 -0.39287 -2.41148
H 0.95370 0.54820 1.62860
H -1.91768 -0.71602 -4.74399
H -1.20546 0.54763 -6.77465
H 0.85841 1.96255 -6.70884
H 2.25457 2.02859 -4.64598
H 1.55605 0.73827 -2.62407
N 1.32792 -1.11488 5.78681
N 0.60346 -0.50754 4.77035
N -0.54675 0.13972 5.09768
C -1.12571 0.26949 3.91017
N -0.39011 -0.28207 2.90079
N 0.68030 -0.90553 3.50791
H 2.30823 -1.15219 5.53640
H 1.14170 -0.61593 6.64811
H -2.09925 0.72901 3.78960